82
Properties=species:S:1:pos:R:3 method="wB97M-V/def2-TZVPD" max_force_ev_per_a=1.269 de_lowest_kcal_mol=0.0 orbital_gap_ev=7.91 e_tot_ha=-5066.166369 homo_ev=-7.329
Ca -0.38 0.84 0.00
C -4.47 -1.27 1.24
C -3.73 -2.59 1.47
C -3.71 -3.42 0.19
C -2.36 -2.33 2.05
C -2.19 -2.16 3.42
C -0.96 -1.85 3.97
C 0.16 -1.69 3.17
C 1.49 -1.27 3.74
C 0.00 -1.88 1.80
C -1.23 -2.19 1.25
H -5.50 -1.45 0.93
H -3.98 -0.69 0.46
H -4.49 -0.67 2.15
H -4.29 -3.16 2.23
H -3.29 -2.86 -0.64
H -4.72 -3.71 -0.09
H -3.12 -4.34 0.31
H -3.06 -2.28 4.07
H -0.87 -1.72 5.04
H 1.59 -0.19 3.73
H 2.31 -1.68 3.15
H 1.61 -1.61 4.77
H 0.86 -1.76 1.14
H -1.30 -2.33 0.17
O 0.44 -0.85 -1.39
N -0.27 -1.66 -2.16
C 0.37 -2.77 -2.60
C -0.26 -3.67 -3.41
C -1.59 -3.42 -3.78
C -2.21 -2.29 -3.33
C -1.56 -1.35 -2.49
S -2.29 0.09 -1.91
H 1.38 -2.84 -2.25
H 0.28 -4.55 -3.74
H -2.12 -4.11 -4.42
H -3.23 -2.07 -3.60
O 1.86 0.92 0.23
As 2.53 1.17 -1.31
C 1.38 1.82 -2.69
C 1.00 1.00 -3.75
C 0.17 1.50 -4.74
C -0.29 2.80 -4.66
C 0.07 3.61 -3.60
C 0.91 3.13 -2.61
C 3.43 -0.41 -1.91
C 3.53 -1.43 -0.97
C 4.21 -2.60 -1.30
C 4.79 -2.73 -2.56
C 4.69 -1.70 -3.48
C 4.01 -0.53 -3.16
C 3.88 2.51 -1.11
C 4.27 3.30 -2.19
C 5.29 4.22 -2.03
C 5.91 4.37 -0.79
C 5.51 3.59 0.28
C 4.49 2.66 0.13
H 1.34 -0.03 -3.79
H -0.13 0.85 -5.56
H -0.96 3.18 -5.42
H -0.32 4.62 -3.51
H 1.16 3.76 -1.76
H 3.06 -1.33 -0.01
H 4.29 -3.40 -0.58
H 5.32 -3.64 -2.82
H 5.13 -1.80 -4.46
H 3.94 0.27 -3.89
H 3.79 3.20 -3.15
H 5.60 4.84 -2.87
H 6.70 5.10 -0.67
H 5.98 3.71 1.25
H 4.16 2.06 0.97
C -2.49 4.49 1.75
C -1.49 3.94 2.77
C -1.26 2.51 2.58
N -1.10 1.39 2.35
H -2.59 5.57 1.90
H -3.47 4.04 1.89
H -2.14 4.27 0.74
H -1.83 4.08 3.80
H -0.52 4.43 2.67
F -0.78 2.85 -0.22